1.
{"formula": "C8H18NS", "method": "ωB97M-V with the def2-TZVPD basis set", "multiplicity": 1, "homo_lumo_gap_ev": [6.0, 6.0], "charge": 1, "lumo_energy_ev": [-6.38, -6.38], "species": ["C", "C", "C", "C", "C", "C", "C", "C", "N", "S", "H", "H", "H", "H", "H", "H", "H", "H", "H", "H", "H", "H", "H", "H", "H", "H", "H", "H"], "positions_angstrom": [[2.355191, -0.740023, -0.966738], [1.329587, 2.355833, -0.093515], [-0.256541, -1.992873, 0.086979], [-2.172318, -0.690716, 0.437122], [-0.941217, -0.481434, -1.726870], [0.638095, 0.080165, 1.754900], [-0.054418, 1.727992, 0.042251], [-0.806001, -0.604963, -0.207343], [0.060566, 0.344324, 0.418729], [3.645608, -0.745137, -0.199604], [1.264040, -0.433154, -0.919445], [1.941225, 1.808208, -0.731462], [1.137432, 3.297567, -0.615735], [1.873702, 2.496135, 0.837511], [0.837583, -1.898209, -0.011301], [-0.280830, -2.328813, 1.141885], [-0.718672, -2.774997, -0.555897], [-2.707216, -1.622786, 0.255477], [-2.949077, 0.081705, 0.032633], [-2.058700, -0.422649, 1.432243], [-0.212041, -1.091379, -2.241993], [-1.965136, -0.916644, -1.914081], [-0.903696, 0.421201, -2.369040], [0.896904, 1.071931, 2.201772], [-0.198934, -0.383590, 2.360260], [1.359716, -0.654211, 1.684721], [-0.458239, 1.792716, -0.911709], [-0.656603, 2.303804, 0.778242]], "forces_ev_per_a": [[0.386, 0.834, 1.281], [-1.363, 1.492, 0.677], [1.273, -0.913, 0.290], [-2.831, 2.329, -2.316], [-1.248, -0.511, -1.337], [-4.021, 1.722, 0.161], [1.268, 0.500, 2.008], [-1.469, -1.468, 0.356], [2.107, 0.057, -0.609], [-0.347, -0.316, -0.724], [0.201, 0.252, -0.317], [1.023, -1.145, -1.252], [0.477, 0.246, 0.436], [-0.134, 0.271, 0.066], [-0.289, -0.959, -0.571], [-0.774, 0.347, -0.435], [0.601, 0.591, 0.432], [0.437, -0.202, 0.356], [1.518, -0.916, 0.481], [-0.155, -0.124, 2.183], [0.144, -0.637, -0.077], [1.217, 0.255, -0.278], [-0.193, 0.239, 1.295], [0.215, -1.249, -0.239], [1.005, 0.625, -0.149], [2.105, -1.140, 0.189], [-1.252, 0.070, -1.441], [0.098, -0.251, -0.467]]}



2.
{"formula": "C8H18O3S", "method": "ωB97M-V with the def2-TZVPD basis set", "multiplicity": 1, "homo_lumo_gap_ev": 9.6, "charge": 0, "lumo_energy_ev": 0.68, "species": ["C", "S", "O", "C", "H", "H", "H", "H", "H", "H", "C", "C", "O", "C", "H", "H", "H", "H", "H", "H", "C", "C", "O", "C", "H", "H", "H", "H", "H", "H"], "positions_angstrom": [[0.065163, 1.449566, 0.193369], [0.142662, -0.312250, 0.523064], [0.207375, -0.987578, -0.791015], [1.826830, -0.366401, 1.171614], [0.895218, 1.760370, -0.437378], [0.042354, 1.985411, 1.140901], [-0.871644, 1.573457, -0.348294], [1.822730, -0.127284, 2.234662], [2.449761, 0.287423, 0.568444], [2.135696, -1.404129, 1.068372], [3.199127, -3.965282, -0.294339], [3.801219, -3.819333, 1.080782], [4.954727, -3.500231, 1.235401], [2.909124, -4.108564, 2.263974], [2.260741, -3.401158, -0.353292], [2.948519, -5.005819, -0.505046], [3.884438, -3.584132, -1.044997], [2.074240, -3.408013, 2.330072], [3.468889, -4.073556, 3.194850], [2.483126, -5.110828, 2.158488], [-4.164493, 4.836346, -1.970749], [-3.440824, 3.584712, -1.555187], [-2.237733, 3.503955, -1.595239], [-4.290861, 2.407374, -1.107303], [-3.488778, 5.588917, -2.363585], [-4.725217, 5.247873, -1.126902], [-4.903724, 4.578651, -2.734927], [-3.730143, 1.496855, -1.303925], [-5.259442, 2.397416, -1.601988], [-4.459081, 2.476232, -0.029838]], "forces_ev_per_a": [[-0.221, -0.265, -0.012], [0.159, 0.079, 0.403], [-0.013, -0.251, -0.470], [-0.325, -0.159, 0.091], [0.060, -0.030, 0.012], [-0.002, 0.098, -0.023], [0.016, 0.272, 0.041], [0.094, 0.274, -0.061], [0.199, -0.009, 0.112], [0.068, 0.024, -0.101], [-0.326, 0.302, 0.033], [0.021, -0.078, 0.012], [0.159, 0.104, 0.012], [-0.137, -0.294, 0.136], [0.050, -0.073, -0.024], [0.059, -0.047, 0.061], [0.080, -0.070, -0.010], [-0.007, -0.011, -0.141], [0.127, 0.082, -0.062], [-0.074, 0.084, -0.035], [-0.350, 0.011, -0.062], [-0.160, -0.090, -0.087], [0.203, -0.047, 0.096], [0.273, 0.222, 0.022], [0.139, -0.037, 0.062], [0.028, -0.038, 0.003], [0.028, 0.050, 0.033], [-0.105, -0.086, -0.013], [-0.021, -0.068, -0.015], [-0.021, 0.050, -0.011]]}



3.
{"formula": "C8H18OS", "method": "ωB97M-V with the def2-TZVPD basis set", "multiplicity": 1, "homo_lumo_gap_ev": [7.6, 6.5], "charge": 0, "lumo_energy_ev": [0.27, -0.18], "species": ["C", "C", "C", "C", "C", "C", "C", "C", "O", "S", "H", "H", "H", "H", "H", "H", "H", "H", "H", "H", "H", "H", "H", "H", "H", "H", "H", "H"], "positions_angstrom": [[-1.917459, 0.982544, 0.659778], [-2.814585, -1.171629, 1.701969], [1.058506, -1.788368, -0.727707], [2.449240, 0.351334, -1.389087], [2.075284, -0.219375, 0.917198], [0.082431, 2.415096, -0.718618], [-2.851078, -0.143751, 0.530872], [1.638769, -0.430945, -0.498190], [-1.046179, 0.221926, -1.752782], [-0.513156, 0.665766, -0.470361], [-1.554373, 1.241270, 1.682905], [-3.400517, -0.852029, 2.578675], [-3.118872, -2.133443, 1.219286], [-1.727093, -1.382563, 2.045634], [0.567902, -1.977592, 0.243533], [0.457522, -1.780778, -1.648926], [1.902583, -2.578058, -0.934179], [3.256334, -0.334100, -1.674921], [2.892453, 1.246854, -0.942227], [1.878512, 0.738772, -2.242992], [2.959764, -0.922659, 1.072994], [2.372876, 0.864073, 0.938897], [1.362642, -0.526107, 1.678510], [0.710485, 2.425349, 0.136018], [0.586624, 2.580678, -1.659005], [-0.765170, 3.047973, -0.632256], [-3.870547, 0.164133, 0.392408], [-2.672891, -0.704380, -0.507432]], "forces_ev_per_a": [[2.267, 0.050, -0.786], [1.610, -0.917, -0.807], [1.849, -0.574, -0.870], [0.501, 0.648, -1.885], [1.368, -0.051, -0.221], [-0.334, -1.860, 0.339], [0.301, -2.390, -1.016], [-2.339, 0.215, 2.572], [-0.223, -0.807, -0.903], [-0.303, 2.218, 0.363], [-0.278, -0.083, -0.688], [0.098, -0.385, -0.436], [-0.326, 0.519, 1.074], [-1.646, 0.578, -0.501], [-0.311, -0.698, -0.947], [-0.337, -0.232, 0.643], [-1.325, 1.263, 0.632], [0.225, 0.360, -0.635], [-0.030, -0.326, 0.196], [0.363, -0.583, -0.326], [-0.555, 1.110, 0.020], [-0.081, -1.180, 0.969], [-0.283, 0.307, 0.028], [0.948, 1.015, 0.728], [0.265, -0.389, -0.083], [-0.668, 0.465, 0.212], [-0.640, 0.579, 0.143], [-0.117, 1.149, 2.185]]}



4.
{"formula": "C8H19AgB2N2O4S", "method": "ωB97M-V with the def2-TZVPD basis set", "multiplicity": 1, "homo_lumo_gap_ev": 5.8, "charge": 0, "lumo_energy_ev": -1.18, "species": ["C", "C", "B", "O", "B", "O", "C", "N", "C", "S", "C", "C", "O", "N", "C", "C", "O", "H", "H", "H", "H", "H", "H", "H", "H", "H", "H", "H", "H", "H", "H", "H", "H", "H", "H", "H", "Ag"], "positions_angstrom": [[-0.066977, 3.429825, 2.627757], [-1.420393, 3.900852, 1.799721], [-1.342728, 3.475769, 0.179095], [-1.086208, 4.636403, -0.745203], [-1.572013, 1.924442, -0.366600], [-1.367875, 0.954006, 0.763550], [-1.009478, -0.375817, 0.167232], [-0.424178, -1.078831, 1.382173], [-0.018666, 0.044917, -1.071031], [1.768767, 0.566491, -0.653892], [0.080408, -0.895481, -2.409952], [0.581305, -2.453565, -2.099750], [0.695379, -3.265983, -3.155348], [0.917798, -2.935168, -0.705874], [2.404771, -2.948681, -0.427679], [0.238500, -4.239112, -0.350413], [-0.620200, 1.382867, -1.379686], [-0.093042, 2.284287, 2.916606], [0.889162, 3.723750, 2.000540], [-0.042408, 4.061753, 3.633346], [-1.597720, 5.072715, 1.933897], [-2.335351, 3.318225, 2.290810], [-1.795603, 5.302868, -0.497628], [-2.623588, 1.819585, -0.913156], [-2.095199, -0.739203, -0.170824], [-1.120237, -1.737772, 1.794574], [-0.031344, -0.410865, 2.081091], [2.508121, 0.161085, -1.782130], [-0.910350, -0.938157, -3.054642], [0.914550, -0.453147, -3.140150], [3.010689, -2.097793, -0.998307], [2.525027, -2.684475, 0.730158], [2.920900, -3.985441, -0.611794], [0.666044, -5.179272, -0.921623], [0.332606, -4.379003, 0.830089], [-0.930651, -4.116850, -0.545428], [2.050183, -1.145223, 0.870470]], "forces_ev_per_a": [[-0.267, 0.881, 0.294], [-0.711, -0.265, 0.561], [0.828, 3.171, 0.288], [-2.213, -1.166, 1.845], [0.754, -1.164, 0.493], [0.824, -2.328, -1.143], [-1.134, 3.118, 2.489], [-0.034, -0.740, -0.962], [-2.845, 2.718, -1.663], [0.194, 0.935, -1.117], [0.702, -0.468, 0.042], [0.569, -3.062, -5.164], [-0.781, 4.575, 6.420], [0.176, -0.396, -1.961], [0.815, -0.475, -1.216], [-0.920, -0.309, 0.762], [2.622, -3.677, -1.287], [0.103, 2.394, -0.860], [-1.809, -0.826, 1.346], [0.114, -1.434, -2.043], [0.452, -2.419, -0.111], [1.811, 1.333, -0.883], [1.636, -0.799, -0.273], [-1.252, -0.015, -0.010], [2.781, -0.197, 0.222], [1.069, 0.998, -0.302], [-1.564, -0.270, -0.831], [-0.986, 0.124, 1.158], [1.949, 0.029, 1.679], [-1.936, -0.940, 1.595], [-1.426, -2.254, 0.652], [0.755, -3.029, -1.145], [-0.967, 1.950, 0.435], [-0.864, 1.929, 1.103], [0.007, 0.235, -2.583], [2.659, -0.329, 0.214], [-1.112, 2.171, 1.956]]}



5.
{"formula": "C8H19BN2", "method": "ωB97M-V with the def2-TZVPD basis set", "multiplicity": 1, "homo_lumo_gap_ev": [7.3, 7.3], "charge": 0, "lumo_energy_ev": [0.32, 0.32], "species": ["B", "C", "C", "C", "C", "C", "C", "C", "C", "N", "N", "H", "H", "H", "H", "H", "H", "H", "H", "H", "H", "H", "H", "H", "H", "H", "H", "H", "H", "H"], "positions_angstrom": [[0.506023, 0.109800, 0.054306], [0.692566, -2.044004, -1.371144], [-0.643184, -2.539654, -0.645069], [-0.519043, 4.292835, -1.491149], [-0.987341, -3.762255, 2.324134], [0.831782, 1.466727, 0.724903], [-0.624641, 3.240521, -0.377037], [0.871937, 2.804667, -0.083095], [-0.128960, -2.639150, 1.753593], [1.041208, -0.723383, -0.922316], [-0.872933, -2.039322, 0.669518], [1.620486, -2.799173, -1.314754], [0.485480, -2.133700, -2.427231], [-1.437201, -2.105947, -1.143933], [-0.611133, -3.680347, -0.830145], [0.443292, 4.487392, -1.879300], [-0.904076, 5.318132, -1.064661], [-1.164233, 4.016793, -2.397581], [-0.517428, -4.338534, 3.156522], [-2.038351, -3.486079, 2.632475], [-1.109273, -4.498033, 1.503037], [1.822968, 1.281991, 1.317480], [0.179424, 1.556281, 1.589960], [-1.168848, 3.686969, 0.571601], [-1.109327, 2.426180, -0.812067], [1.245646, 3.686823, 0.496745], [1.428545, 2.689399, -0.975412], [0.045666, -1.784010, 2.538413], [0.774577, -3.122903, 1.442863], [1.824534, -0.431767, -1.569123]], "forces_ev_per_a": [[-0.011, -3.035, -0.922], [0.425, -2.841, 0.844], [2.472, -1.232, 0.594], [-3.414, 2.051, 0.126], [-0.900, -1.144, 0.401], [1.800, 0.172, 1.665], [2.003, 1.907, 0.707], [-2.460, 0.120, 2.338], [-1.113, 1.503, 1.523], [1.160, 1.453, -1.031], [1.205, 2.181, -0.290], [-1.779, 1.612, 0.641], [-0.186, 0.701, -0.561], [-1.594, 0.484, -1.844], [-0.334, 1.355, 0.656], [1.273, -0.017, -0.167], [0.624, -1.760, -1.143], [0.720, 0.526, 1.319], [-0.163, 0.575, -0.420], [1.246, 0.105, -0.300], [-0.061, 0.231, 0.369], [-1.225, 0.166, -1.304], [-0.503, 0.299, -0.012], [1.142, -1.310, -1.897], [-1.253, -1.506, -0.066], [0.361, -1.104, -0.270], [0.457, -0.016, -0.987], [0.008, -1.827, -1.220], [1.190, 0.073, -0.079], [-1.089, 0.277, 1.332]]}



6.
{"formula": "C8H19ClINO2PY", "method": "ωB97M-V with the def2-TZVPD basis set", "multiplicity": 1, "homo_lumo_gap_ev": 7.1, "charge": 2, "lumo_energy_ev": -8.78, "species": ["C", "I", "H", "H", "H", "Y", "P", "C", "C", "H", "H", "H", "C", "H", "H", "H", "H", "H", "H", "C", "O", "Cl", "C", "N", "C", "C", "O", "H", "H", "H", "H", "H", "H", "H"], "positions_angstrom": [[0.447288, -1.248264, -0.772502], [0.941057, 2.586734, -0.653608], [-0.593696, -1.663198, -0.870160], [0.887727, -1.799806, 0.078987], [0.976346, -1.627714, -1.665325], [-1.325563, 0.317614, 0.289283], [-0.519189, 0.621216, -2.714267], [1.053026, 1.093828, -3.516761], [-0.998193, -0.719294, -3.865854], [-2.593699, 1.835428, -2.913430], [-1.653075, 1.822704, -4.450780], [-1.176780, 2.920596, -3.094762], [-1.598962, 1.946534, -3.361769], [-1.942053, -1.159597, -3.517976], [-1.133630, -0.287711, -4.864546], [0.866501, 1.235304, -4.593987], [1.814835, 0.318762, -3.383155], [-0.225583, -1.495536, -3.892565], [1.426841, 2.030882, -3.085835], [1.296769, 0.349719, -0.496841], [2.471157, 0.251143, -0.526573], [-3.660213, -0.261051, -0.514381], [-0.750678, -0.086164, 4.898055], [0.442113, -0.590572, 4.211861], [1.564554, -1.122416, 4.986831], [0.492413, -0.555138, 2.904228], [-0.483380, -0.140522, 2.211098], [-0.613919, -0.220928, 5.972557], [-1.619828, -0.636387, 4.585144], [-0.863937, 0.963804, 4.693793], [1.785300, -2.182024, 4.701388], [2.495535, -0.530078, 4.782954], [1.345029, -1.081190, 6.042522], [1.445878, -0.886674, 2.396374]], "forces_ev_per_a": [[1.460, -0.641, 0.879], [-1.274, -0.172, 1.556], [0.218, 0.988, -0.102], [0.031, 0.332, -0.264], [-0.281, 0.567, 0.321], [-1.241, 0.610, -1.437], [-1.094, 0.353, -1.643], [0.427, 0.136, 0.033], [-0.229, -0.406, 0.605], [0.095, 0.153, -0.262], [-0.056, 0.272, 0.300], [-0.228, -0.073, -0.172], [-0.069, -0.030, 0.387], [0.165, 0.002, -0.269], [0.083, -0.204, 0.230], [0.039, -0.124, 0.407], [-0.031, 0.104, -0.113], [-0.191, 0.064, -0.104], [0.003, -0.418, -0.645], [1.912, -0.590, -0.637], [-1.396, -1.133, 0.324], [1.578, 0.289, 0.574], [0.328, -0.224, 0.633], [0.083, -0.050, -1.095], [1.713, -0.532, -0.658], [1.269, -0.471, 1.177], [-0.437, 0.220, -0.848], [-0.030, 0.015, -0.244], [-0.389, -0.166, -0.166], [-0.147, 0.423, -0.119], [-0.362, 0.860, 0.281], [-0.890, -0.422, 0.276], [-0.111, 0.049, 0.106], [-0.948, 0.219, 0.692]]}



no.,total energy (a.u.),F_max (hartree/bohr)
1,-768.13662,0.085
2,-939.48238,0.010
3,-788.83641,0.068
4,-1321.32702,0.154
5,-450.43206,0.077
6,-1658.47436,0.041